# C37H52F40O9

A cluster of 9 separate species, C37H52F40O9 in total at a distorted geometry (the ωB97M-V functional and the def2-TZVPD basis, the Open Molecules 2025 dataset).

The value obtained for the orbital gap is 10.52 eV. Its total energy is -166339.426 eV. The structure (SMILES) is FC(F)C(F)(F)COC(F)(F)C(F)F.FC(F)C(F)(F)COC(F)(F)C(F)F.FC(F)C(F)(F)COC(F)(F)C(F)F.FC(F)C(F)(F)COC(F)(F)C(F)F.FC(F)C(F)(F)COC(F)(F)C(F)F.CC(C)O.CC(C)O.CC(C)O.CC(C)O. For the LUMO energy, the calculation gives 0.502 eV.

Each line ends with the Mulliken charge.
Element x y z (Å)
F 4.1150 6.6459 4.1569  -0.283
C 4.7709 5.4393 4.4019  -0.040
F 3.9237 4.6631 5.1041  -0.220
C 5.1580 4.7978 3.1119  0.725
F 6.0352 3.7936 3.4318  -0.296
F 5.9627 5.5993 2.4079  -0.323
C 3.9749 4.3493 2.2219  -0.463
O 4.5085 3.8214 1.0561  -0.307
C 3.8068 4.0767 -0.1084  0.887
F 2.5353 3.8364 -0.1332  -0.150
F 3.9129 5.4352 -0.2712  -0.338
C 4.4828 3.3783 -1.2870  0.063
F 4.5568 2.0247 -1.0670  -0.184
F 3.7724 3.6152 -2.3875  -0.234
H 5.6051 5.6959 5.0083  0.354
H 3.4016 5.2750 1.9906  0.683
H 3.3284 3.5804 2.6997  -0.029
H 5.4966 3.6907 -1.5114  0.199
F -6.0370 1.9477 -3.4912  -0.214
C -6.8597 1.0027 -3.0737  -0.060
F -7.1797 0.1934 -4.1343  -0.296
C -6.3048 0.1863 -1.8646  0.990
F -7.3449 -0.6011 -1.4436  -0.338
F -6.0761 1.1103 -0.9208  -0.234
C -5.1365 -0.6004 -2.2878  -1.066
O -4.5575 -1.2595 -1.1879  -0.305
C -4.0918 -2.4718 -1.4731  0.725
F -5.0887 -3.3524 -1.6946  -0.346
F -3.2794 -2.4534 -2.5574  -0.166
C -3.2612 -3.0367 -0.2684  0.829
F -4.1389 -3.2599 0.7319  -0.322
F -2.6748 -4.2042 -0.6226  -0.119
H -7.7601 1.4468 -2.6978  0.360
H -4.3933 0.0196 -2.7764  0.185
H -5.5464 -1.2898 -3.0188  0.707
H -2.4593 -2.3289 -0.0673  -0.402
F 1.6038 -0.7899 3.8810  -0.233
C 2.7804 -0.9520 3.3128  -0.089
F 2.6433 -1.7700 2.1774  -0.258
C 3.2195 0.4366 2.8460  1.498
F 3.3594 1.2152 4.0082  -0.409
F 2.3432 0.9261 1.9831  0.052
C 4.6121 0.3876 2.2342  -1.302
O 5.3166 -0.2449 3.3256  -0.455
C 6.3572 -1.0147 3.0130  0.796
F 6.0444 -1.9011 2.0743  -0.308
F 7.3009 -0.2610 2.4543  -0.322
C 6.8594 -1.6895 4.3264  0.256
F 5.9620 -2.6389 4.7605  -0.243
F 7.9702 -2.4243 4.0054  -0.278
H 3.4590 -1.4501 3.9996  0.248
H 5.0463 1.3872 2.0237  0.430
H 4.5845 -0.2315 1.3459  0.407
H 7.1044 -0.9383 5.0577  0.270
F -0.5878 1.2564 6.3551  -0.258
C -1.5744 2.0577 5.8664  0.044
F -1.5004 3.2524 6.4572  -0.245
C -1.6299 2.2904 4.3405  0.946
F -2.6003 3.1935 4.0578  -0.324
F -2.0713 1.1961 3.7596  -0.267
C -0.2809 2.6173 3.6427  -0.611
O 0.4066 3.7925 4.2418  -0.374
C 0.3104 4.8814 3.4592  0.930
F 0.9507 4.6731 2.2481  -0.201
F -0.9078 5.3039 3.0955  -0.316
C 1.0240 6.0596 4.2185  0.220
F 1.4968 6.9557 3.3506  -0.257
F 0.1109 6.6404 5.0063  -0.286
H -2.5150 1.5850 6.1627  0.292
H -0.3696 2.6932 2.5522  0.410
H 0.3415 1.8054 3.8743  0.155
H 1.8127 5.7564 4.9316  0.086
F 1.2674 -6.0215 1.1495  -0.298
C 0.0901 -6.6736 0.8448  0.296
F 0.3646 -7.9552 1.1528  -0.310
C -1.0319 -6.1667 1.7793  0.889
F -1.1209 -4.8206 1.6074  -0.158
F -0.7096 -6.4414 3.1063  -0.341
C -2.3356 -6.9312 1.5712  -0.829
O -2.5994 -6.8917 0.1733  -0.237
C -3.8747 -7.1556 -0.1617  0.786
F -4.3948 -8.2266 0.5963  -0.341
F -4.7651 -6.1624 0.0801  -0.272
C -3.9073 -7.5806 -1.6732  0.048
F -3.2373 -6.6589 -2.3411  -0.182
F -3.2585 -8.7199 -1.7922  -0.271
H -0.1007 -6.5980 -0.2125  0.233
H -3.0982 -6.3372 2.1451  0.385
H -2.1503 -7.9876 1.9467  0.311
H -4.8970 -7.7778 -2.0440  0.355
C -1.2668 -3.4057 -4.6941  -1.046
C -0.1190 -2.3951 -4.7690  0.691
C 0.1637 -1.8978 -6.1831  -1.715
O -0.4694 -1.2770 -4.0561  0.086
H -1.2079 -4.1824 -5.4361  0.528
H -2.2022 -2.8719 -4.8233  0.170
H -1.3026 -3.8782 -3.6971  0.068
H 0.8079 -2.7795 -4.3379  0.312
H 0.5832 -2.6580 -6.8343  0.479
H 0.9263 -1.1398 -6.1428  0.379
H -0.7281 -1.5233 -6.7135  0.320
H -0.4427 -1.3325 -3.1053  -0.200
C -3.4249 1.8292 0.2108  -1.179
C -2.8775 2.3685 -1.0448  1.384
C -2.0930 3.6224 -0.7810  -1.511
O -2.1376 1.3029 -1.7274  -0.330
H -2.6596 1.4999 0.9149  0.027
H -4.1035 0.9967 0.0252  -0.097
H -4.0300 2.5640 0.7474  0.616
H -3.7364 2.5628 -1.7010  0.028
H -1.6916 4.2270 -1.6403  0.284
H -1.2712 3.3952 -0.0888  0.109
H -2.7183 4.3006 -0.2397  0.550
H -1.8902 1.5000 -2.6255  0.228
C -0.1060 2.3456 -6.1715  -1.769
C 0.2272 1.8493 -4.7686  1.265
C 0.8791 2.8707 -3.9142  -1.169
O -0.9780 1.4434 -4.0949  -0.535
H 0.9035 2.7120 -6.4737  0.419
H -0.7632 3.1633 -6.2786  0.330
H -0.4130 1.4830 -6.7289  0.404
H 0.9154 0.9664 -4.8757  -0.017
H 1.4923 3.6605 -4.3899  0.422
H 1.3725 2.3720 -3.0609  0.124
H 0.0571 3.4344 -3.4277  0.111
H -0.8665 0.4637 -4.1883  0.130
C 0.6317 -2.8386 -1.1485  -1.484
C 0.3621 -1.4090 -0.6647  0.280
C 1.5990 -0.4760 -0.7709  -1.010
O -0.7438 -0.9663 -1.4159  0.646
H 1.0138 -2.7460 -2.1245  0.275
H -0.3168 -3.3121 -1.2505  0.105
H 1.3892 -3.2969 -0.5195  0.520
H 0.1273 -1.4466 0.3309  0.591
H 1.3363 0.5301 -0.3399  0.127
H 1.8879 -0.3925 -1.8450  0.168
H 2.4991 -0.9255 -0.2953  0.190
H -0.9965 -0.0303 -1.1951  -0.347

Force components x, y, z for each atom (eV/Å):
0.372 -1.021 -0.100
-1.252 1.890 0.450
-0.082 -0.326 -0.108
0.471 -1.293 -1.155
-0.800 -0.910 0.377
-0.192 1.393 -0.461
-0.624 0.675 1.129
-0.170 -1.537 -1.609
2.563 1.664 0.539
-1.809 -0.932 0.746
-0.039 0.132 -0.718
1.176 -0.711 -0.151
-0.506 0.414 0.095
-0.709 -0.084 -0.414
0.945 -0.054 0.460
0.177 -0.590 0.402
0.430 0.724 0.078
0.217 0.410 0.531
0.967 0.488 -0.268
-1.084 -1.152 0.491
0.365 0.156 0.468
-1.159 0.729 -1.430
0.538 0.178 0.012
0.106 0.086 0.577
0.280 -0.364 -0.284
-0.053 0.330 0.552
1.280 -1.385 1.106
-0.338 -0.154 -0.678
-0.309 -0.105 -0.181
-0.371 0.742 -1.192
0.544 0.084 0.224
-0.345 -0.022 -0.085
-0.734 0.420 -0.016
0.125 0.297 -0.019
0.137 -0.325 -0.142
-0.117 0.138 0.684
-1.515 -0.208 0.493
0.369 -0.661 -1.168
0.060 0.879 1.071
2.314 -0.250 0.759
-1.038 -0.239 -1.176
-0.720 0.840 0.085
-0.006 0.284 0.641
-0.528 0.461 0.140
-0.081 -0.100 0.498
-0.290 -1.231 -0.391
1.434 0.555 -0.059
0.323 -1.799 -1.440
0.150 1.364 -0.109
-0.172 0.734 0.175
0.065 0.119 -0.083
-0.436 -0.550 0.129
0.155 -0.108 -0.150
-0.108 0.069 0.585
0.152 0.427 -0.942
-1.231 -0.264 0.416
0.379 0.576 0.395
1.315 1.175 -0.607
0.270 0.661 0.669
-0.205 -2.282 -0.599
-0.486 1.381 0.973
-1.620 -1.095 -1.134
1.638 1.521 -0.194
-0.033 -0.150 0.422
-0.445 -0.587 0.329
0.345 -0.918 0.849
-0.003 0.280 -0.457
-0.853 0.541 0.182
-0.090 0.001 -0.116
-0.258 0.197 0.369
1.003 -1.155 0.229
-0.073 -0.345 -0.876
-0.791 0.335 -0.338
1.586 0.229 1.336
-0.553 -0.706 -0.065
0.366 -0.717 0.416
-0.217 -0.647 0.291
0.102 0.652 -1.141
0.244 0.598 0.874
-0.594 -0.188 0.299
-1.250 -1.566 -0.184
0.731 0.823 -0.758
0.688 0.082 -0.144
-0.399 0.393 1.812
0.185 1.007 -0.964
1.083 -1.602 -0.014
-0.317 0.293 -0.319
0.442 -0.966 -0.411
-0.579 1.352 -0.477
-0.707 0.612 -0.177
0.350 -0.047 0.709
-0.144 -0.875 -1.012
-0.170 -0.517 -0.448
-0.453 2.253 -0.261
0.173 -0.378 -0.355
-0.120 0.118 -0.123
0.012 0.154 -0.351
0.107 -0.461 -0.183
-0.020 -0.459 0.063
0.154 0.610 0.058
0.191 0.041 0.507
-0.181 -0.350 1.138
-0.733 -0.858 1.317
0.074 -0.408 -2.149
1.224 0.621 -0.459
-0.641 0.145 2.320
0.236 -0.052 -0.072
0.365 -0.069 0.057
0.107 0.182 -0.160
0.090 0.375 0.009
-0.364 -1.029 0.505
0.102 0.002 -0.274
-0.581 0.502 0.370
0.418 0.753 -0.912
2.737 -0.619 0.617
-0.403 0.092 -0.656
-0.252 1.359 1.726
0.869 -1.571 -0.660
-0.713 -0.347 -0.686
-1.041 0.798 0.333
-0.221 -0.172 -0.738
-0.709 0.584 0.050
0.055 -0.879 0.062
0.228 0.405 -0.457
0.274 -0.093 -0.251
-0.843 0.301 0.330
0.349 1.623 0.837
1.765 -0.219 -1.822
-0.184 -0.075 -0.740
-0.261 0.985 0.236
0.762 -0.085 -1.422
-0.553 -0.936 0.413
-0.302 -0.470 0.091
-0.918 -0.112 2.805
0.536 -0.911 -0.478
-0.348 0.292 0.578
-0.768 0.387 0.115
-0.060 -0.683 -0.432